1.
DFT (ωB97M-V with the def2-TZVPD basis set) results for C31H20BrCl2N5O5Ti as an isolated structure.

XYZ file:
```
65
Properties=species:S:1:pos:R:3
Ti -1.47791 0.59197 -1.19803
O -3.06132 1.09774 -2.02126
C -3.42187 2.31118 -2.43768
C -4.15843 2.43319 -3.61911
C -4.53457 3.67772 -4.07805
C -4.21122 4.83279 -3.36247
C -3.51152 4.72056 -2.18291
C -3.08748 3.47195 -1.70712
C -2.43978 3.38816 -0.41865
N -1.84101 2.32848 -0.01956
N -1.47704 2.23835 1.31299
C -1.42642 0.96926 1.59423
O -1.67974 0.05733 0.69244
C -1.08577 0.51862 2.95879
C -0.74883 1.44125 3.94572
C -0.44057 1.00381 5.22285
C -0.47094 -0.35221 5.52032
C -0.80623 -1.27235 4.53758
C -1.11000 -0.84088 3.25628
H -4.40611 1.53027 -4.16084
H -5.09122 3.75661 -5.00299
H -4.51637 5.80400 -3.72662
H -3.26938 5.60558 -1.60625
H -2.53265 4.21966 0.27751
H -0.73704 2.49456 3.70113
H -0.17808 1.72119 5.98946
H -0.22806 -0.69264 6.51858
H -0.82938 -2.32887 4.77284
H -1.37485 -1.54447 2.47842
Br 2.58305 -2.44405 5.52172
C 2.98118 -2.91143 3.73234
C 2.00736 -3.50564 2.94481
C 2.30883 -3.87009 1.64145
C 3.58797 -3.64772 1.14190
C 4.56274 -3.08281 1.95439
C 4.25838 -2.68870 3.24583
N 4.04859 -4.10889 -0.14000
N 3.40157 -3.97464 -1.18421
C 2.16064 -3.25248 -1.22847
C 1.07326 -3.88858 -1.76416
C -0.18033 -3.25870 -1.87594
C -0.32604 -1.95440 -1.47951
O -1.45348 -1.25759 -1.58930
C 0.82042 -1.25877 -1.00586
N 0.63103 0.06496 -0.75538
C 1.64509 0.80587 -0.38174
C 2.93539 0.27160 -0.22238
C 3.14958 -1.05478 -0.47559
C 2.07288 -1.87859 -0.87530
H 1.02091 -3.68754 3.34756
H 1.55192 -4.34035 1.02941
H 5.56583 -2.96771 1.56319
H 5.01162 -2.24095 3.87864
H 1.18840 -4.91304 -2.09583
H -1.02910 -3.78651 -2.28812
H 1.44838 1.85915 -0.22099
H 3.74494 0.92245 0.07497
H 4.14511 -1.46994 -0.39457
Cl 1.52591 3.16571 -4.48124
C -0.11172 2.47813 -4.61096
Cl -0.41125 1.81842 -6.21295
C -0.26067 1.41548 -3.51470
O -0.12372 0.22715 -3.71543
O -0.56933 1.94482 -2.36724
H -0.81152 3.28732 -4.43397
```

Computed properties:
Total energy, Eh: -6187.34631
Frontier orbital gap, hartree: 0.2662
Spin multiplicity: 1
HOMO level, Ha: -0.3001
Relative energy (zero: lowest compared OMol25 entry of this formula, charge and spin), kJ/mol: 0.0
Strongest force on any atom, Eh/bohr: 0.0122
E_LUMO, eV: -0.92
Total charge: 0

Atom charges from the natural (NBO) analysis, given in e for atoms 1 to 6:
1 Ti 1.743
2 O -0.655
3 C 0.431
4 C -0.284
5 C -0.164
6 C -0.248

***

2.
DFT (ωB97M-V with the def2-TZVPD basis set) results for a 3-piece molecular cluster, C4H11NO2 overall at a distorted geometry.

XYZ file:
```
18
Properties=species:S:1:pos:R:3
C 1.31541 -1.34168 2.04129
N 0.31340 -0.54089 1.94572
C -0.60620 -0.67041 0.92937
C -1.58108 0.13528 0.49995
C -1.99040 0.36502 -0.94849
H 1.16312 -2.35499 1.63690
H 2.33200 -0.94733 1.94690
H -0.35681 -1.48269 0.23826
H -2.02769 0.85135 1.18670
H -2.09955 1.44239 -1.12595
H -1.30786 -0.15088 -1.62007
H -2.97525 -0.07557 -1.07657
O 4.76536 3.27385 -4.09668
H 5.64516 2.89122 -4.04285
H 4.86264 4.21840 -3.95185
O -2.68919 -1.96741 2.49594
H -3.01078 -1.84195 1.59633
H -1.75227 -1.80372 2.34507
```

Computed properties:
Total energy, Eh: -364.12470
Frontier orbital gap, hartree: 0.3053
Spin multiplicity: 1
HOMO level, Ha: -0.3129
Relative energy (zero: lowest compared OMol25 entry of this formula, charge and spin), kJ/mol: 376.7
Strongest force on any atom, Eh/bohr: 0.0530
E_LUMO, eV: -0.21
SMILES: C=N/C=C/C.O.O
Total charge: 0

Atom charges from the natural (NBO) analysis, given in e for atoms 1 to 6:
1 C -0.029
2 N -0.421
3 C -0.106
4 C -0.151
5 C -0.639
6 H 0.127

***

3.
DFT (ωB97M-V with the def2-TZVPD basis set) results for C41H54AsF6InN5O4S2 as an isolated structure at a distorted geometry.

XYZ file:
```
114
Properties=species:S:1:pos:R:3
In 9.93056 13.34108 13.10984
C 14.84659 10.82278 18.07708
C 14.45614 11.80638 17.07967
C 13.14309 11.72698 16.23929
C 12.48727 10.57932 15.77459
C 12.80001 9.08441 15.81346
C 11.76124 8.32438 16.65600
C 11.41268 11.11104 14.95244
N 11.61684 12.40327 14.55336
C 12.42965 12.92262 15.48846
C 12.32962 14.14212 15.99946
C 7.55866 16.54623 12.25218
C 8.09452 17.18774 11.07492
C 6.82364 17.66583 10.36944
C 6.33840 18.74553 11.21279
C 9.53969 16.77138 10.98323
C 9.69691 16.95565 12.51276
C 10.82682 17.68537 13.35885
C 11.11914 16.74021 14.50806
N 11.15881 15.50931 14.53047
C 11.33003 15.06161 15.81082
C 9.89851 14.67763 16.48450
C 9.04878 13.60694 16.14354
N 9.16182 12.77434 15.05334
C 9.05073 11.50584 15.42242
C 10.17624 10.65479 15.23251
C 8.19735 11.51501 16.58219
C 8.04173 12.81930 16.95270
C 7.21119 13.25375 18.11865
C 5.84424 12.59285 17.98954
C 7.96615 10.06632 16.93604
C 7.53758 9.76287 18.32752
C 11.53093 16.48776 16.56782
C 11.46083 17.53556 15.74309
C 11.11778 19.04114 16.12490
C 12.49315 19.74761 16.19287
C 12.02637 16.50670 18.14189
C 10.74574 16.88621 18.89498
N 8.56451 16.76192 13.13080
C 10.79679 16.81026 9.95485
C 10.04215 16.04338 9.00922
H 15.77014 11.21499 18.52112
H 15.18452 9.87206 17.64055
H 14.10881 10.55191 18.78775
H 15.15238 11.89527 16.28721
H 14.40260 12.78400 17.56872
H 13.82719 8.97810 16.17699
H 12.80634 8.68425 14.79506
H 11.38343 9.02057 17.46328
H 12.15166 7.44725 17.12654
H 10.91748 8.15885 16.00892
H 12.73020 14.07638 17.03031
H 5.97562 17.06411 9.94732
H 7.38304 18.40607 9.70445
H 5.56484 18.90408 10.44270
H 6.96114 19.72905 11.16792
H 6.02609 18.42896 12.18667
H 10.35033 18.73294 13.80261
H 9.85617 14.77159 17.55794
H 10.26199 9.69076 15.68871
H 6.93413 14.29808 18.02661
H 7.45216 12.92084 19.14286
H 5.31756 12.79222 17.04940
H 5.29337 12.68724 18.88596
H 6.01104 11.52567 17.93577
H 8.74310 9.37555 16.61345
H 7.15632 9.82423 16.19668
H 7.64199 10.52763 19.09099
H 7.84557 8.80059 18.68504
H 6.44763 9.60646 18.23042
H 10.78938 18.95168 17.21345
H 10.47014 19.70232 15.59224
H 12.47062 20.67807 16.68724
H 12.68076 19.80420 15.17223
H 13.39048 19.13942 16.55137
H 13.03898 16.99066 18.29765
H 12.51327 15.37698 18.28339
H 10.82904 17.28546 20.06000
H 10.36316 15.92158 18.82086
H 10.22030 17.68588 18.46491
H 11.65104 16.40051 10.49264
H 10.94898 17.92197 9.86505
H 9.62976 15.33672 9.70813
H 10.78148 15.39524 8.44283
H 9.46503 16.44828 8.20209
F 8.03736 13.06937 4.33561
C 9.17325 13.80618 4.05625
F 8.72334 14.34826 2.86356
F 9.17177 14.81753 5.01077
S 10.86955 12.93698 3.84031
O 11.43049 13.03983 5.14392
O 11.63543 13.80590 2.81977
N 10.51216 11.58698 3.27817
S 10.57369 10.10639 3.74839
O 11.20523 9.93944 4.96365
O 11.19233 9.41877 2.62897
C 8.90028 9.54400 3.91460
F 8.47378 10.06918 5.11210
F 8.76867 8.09170 3.96869
F 8.07118 9.94878 2.97560
H 11.59507 18.23853 12.71911
C 16.37962 4.91107 8.69770
As 15.40764 4.80245 10.45750
C 13.71459 4.91536 9.56167
C 15.73188 6.75494 10.94636
H 15.61574 4.86681 7.88825
H 16.94217 3.95440 8.65840
H 16.90729 5.81900 8.56158
H 13.74680 3.94358 9.05252
H 13.58136 5.63957 8.85324
H 12.89847 4.97353 10.27477
H 15.02242 7.40301 10.43193
H 16.75314 7.02544 10.73944
H 15.57227 6.90126 12.01625
```

Computed properties:
Total energy, Eh: -5990.13142
Frontier orbital gap (alpha / beta), hartree: 0.2340 / 0.2342
Spin multiplicity: 1
HOMO level (alpha / beta), Ha: -0.2166 / -0.2166
Relative energy (zero: lowest compared OMol25 entry of this formula, charge and spin), kJ/mol: 0.0
Strongest force on any atom, Eh/bohr: 0.1352
E_LUMO (alpha / beta), eV: 0.47 / 0.48
Total charge: -1

Atom charges from the Löwdin analysis, given in e for atoms 1 to 6:
1 In 0.693
2 C -0.121
3 C -0.215
4 C -0.008
5 C -0.115
6 C -0.162